# 1
Computed, not measured: a cluster of 6 separate species, C7H23F4O5P in total at a distorted geometry, with the ωB97M-V functional and the def2-TZVPD basis.

Geometry as ORCA input:
```
! wB97M-V def2-TZVPD RIJCOSX def2/J DEFGRID3
* xyz 0 1
F 1.178 -1.852 0.327
C 0.130 -1.035 0.486
F 0.423 -0.172 1.458
C -1.081 -1.880 0.834
F -1.215 -2.725 -0.215
F -0.825 -2.620 1.883
P -2.688 -0.944 1.028
H -0.035 -0.496 -0.437
H -2.378 0.427 1.011
H -3.350 -1.200 -0.184
C -4.964 0.527 4.297
O -3.714 0.385 3.627
H -5.705 0.821 3.559
H -5.268 -0.419 4.750
H -4.906 1.299 5.069
H -3.061 0.123 4.285
C -3.108 -1.101 -3.229
O -4.036 -0.369 -2.431
H -2.834 -1.999 -2.682
H -3.560 -1.389 -4.181
H -2.209 -0.510 -3.417
H -4.276 0.426 -2.920
C 3.862 -0.493 -1.983
O 2.632 -0.726 -2.659
H 4.615 -0.224 -2.720
H 3.749 0.327 -1.268
H 4.184 -1.396 -1.457
H 1.982 -0.963 -1.989
C 3.133 2.638 -4.365
O 3.907 3.830 -4.251
H 2.140 2.912 -4.712
H 3.591 1.959 -5.088
H 3.052 2.143 -3.395
H 4.785 3.580 -3.944
C 2.677 0.122 4.513
O 2.895 0.802 3.282
H 3.232 0.645 5.286
H 1.615 0.124 4.774
H 3.033 -0.910 4.455
H 2.400 0.333 2.604
*
```

As for the frontier orbital gap: 0.3537 Ha. The value obtained for the total energy is -1397.3794 hartree. Its LUMO energy is 0.0158 Eh.

# 2
Computed, not measured: a cluster of 2 separate species, C8H9F3IN2O2S in total at a distorted geometry, with the ωB97M-V functional and the def2-TZVPD basis.

Geometry as ORCA input:
```
! wB97M-V def2-TZVPD RIJCOSX def2/J DEFGRID3
* xyz 1 1
S -3.701 4.507 1.340
C -2.124 3.601 0.850
C -0.759 3.876 1.624
N 0.575 3.299 1.484
N 0.566 2.415 0.469
C -0.503 1.990 -0.436
C -2.020 2.511 -0.349
I -3.719 1.962 -1.605
H -3.830 5.574 0.402
H -0.830 4.708 2.482
H 1.521 1.971 0.300
H -0.256 1.185 -1.274
C 1.511 -4.117 1.070
C 2.306 -3.125 0.241
O 1.578 -2.750 -0.939
C 0.593 -1.813 -0.766
O 0.315 -1.304 0.318
C -0.070 -1.473 -2.099
F -0.385 -2.582 -2.828
F 0.738 -0.713 -2.893
F -1.230 -0.773 -1.955
H 1.225 -4.983 0.464
H 2.096 -4.461 1.928
H 0.583 -3.671 1.443
H 3.236 -3.595 -0.095
H 2.584 -2.240 0.824
*
```

As for the frontier orbital gap: 0.2902 Ha. The value obtained for the total energy is -1565.2794 hartree. Its LUMO energy is -0.2040 Eh.

# 3
Computed, not measured: a structure of composition C23H27N7ORh, with the ωB97M-V functional and the def2-TZVPD basis.

Geometry as ORCA input:
```
! wB97M-V def2-TZVPD RIJCOSX def2/J DEFGRID3
* xyz 3 5
Rh 0.215 -0.277 -0.093
C -2.044 0.171 2.188
C -1.263 -0.718 3.131
C -0.774 -1.980 2.480
C -0.711 -3.159 3.207
C -0.350 -4.341 2.587
C -0.068 -4.330 1.225
C -0.121 -3.132 0.558
N -0.448 -1.968 1.171
N -1.208 0.993 1.283
C -2.110 1.799 0.429
C -1.343 2.391 -0.710
C -1.786 3.476 -1.444
C -0.985 3.959 -2.465
C 0.245 3.359 -2.715
C 0.614 2.274 -1.952
N -0.173 1.807 -0.971
C -0.281 1.892 2.024
C 1.127 1.381 2.181
C 1.869 1.679 3.308
C 3.207 1.315 3.357
C 3.776 0.659 2.273
C 2.976 0.363 1.191
N 1.679 0.719 1.143
H -2.686 0.843 2.764
H -2.694 -0.442 1.563
H -1.933 -1.001 3.943
H -0.429 -0.194 3.609
H -0.978 -3.144 4.256
H -0.312 -5.265 3.149
H 0.174 -5.237 0.690
H 0.078 -3.084 -0.502
H -2.570 2.588 1.030
H -2.917 1.163 0.061
H -2.737 3.937 -1.211
H -1.311 4.804 -3.057
H 0.905 3.727 -3.487
H 1.562 1.772 -2.106
H -0.698 2.129 3.005
H -0.218 2.832 1.475
H 1.411 2.211 4.133
H 3.801 1.548 4.232
H 4.820 0.380 2.269
H 3.364 -0.141 0.317
C 3.466 -3.043 -4.455
N 2.596 -2.377 -3.480
C 1.340 -1.737 -3.849
C 0.905 -1.234 -2.506
O -0.142 -0.595 -2.226
N 1.786 -1.525 -1.551
C 2.799 -2.216 -2.182
N 3.855 -2.659 -1.522
H 2.846 -3.567 -5.177
H 4.093 -3.782 -3.963
H 4.093 -2.320 -4.974
H 0.622 -2.444 -4.271
H 1.473 -0.920 -4.562
H 3.883 -2.588 -0.519
H 4.601 -3.159 -1.980
*
```

As for the frontier orbital gap (spin up / spin down): 0.3635 / 0.2363 Ha. The value obtained for the total energy is -1460.7835 hartree. Its LUMO energy (spin up / spin down) is -0.3019 / -0.4316 Eh. Its expectation value of S² is 6.010.

# 4
Computed, not measured: a structure of composition C4H12F24NOP4Ti at a distorted geometry, with the ωB97M-V functional and the def2-TZVPD basis.

Geometry as ORCA input:
```
! wB97M-V def2-TZVPD RIJCOSX def2/J DEFGRID3
* xyz -2 4
Ti 0.284 1.593 -0.392
C 1.832 -1.633 0.766
C 1.067 -2.916 0.492
C -0.312 -2.887 1.128
O -0.882 -4.166 0.893
C -2.213 -4.250 1.370
N 0.947 -3.121 -0.994
H 0.236 -3.848 -1.135
H 0.609 -2.271 -1.469
H 1.818 -3.457 -1.401
H 2.389 -1.768 1.697
H 1.118 -0.821 0.767
H 2.639 -1.380 0.076
H 1.664 -3.726 0.910
H -0.861 -2.048 0.691
H -0.214 -2.716 2.202
H -2.380 -4.831 2.283
H -2.858 -4.634 0.580
H -2.599 -3.264 1.650
P -1.101 -0.415 -2.528
F 0.220 0.514 -2.859
F -1.773 0.927 -1.857
F -1.808 0.129 -3.875
F -2.306 -1.373 -2.142
F -0.363 -1.614 -3.368
F -0.405 -0.773 -1.112
P -1.632 0.918 2.707
F -0.709 2.267 2.664
F -0.361 0.011 2.194
F -1.164 0.642 4.219
F -2.508 -0.450 2.666
F -2.890 1.766 3.221
F -2.026 1.229 1.152
P 3.421 1.763 0.305
F 4.265 2.329 -0.970
F 4.103 2.772 1.346
F 2.251 2.860 -0.050
F 2.561 1.101 1.483
F 2.656 0.820 -0.788
F 4.624 0.702 0.568
P -1.043 5.168 -1.858
F -0.314 5.344 -3.290
F -1.843 3.861 -2.477
F 0.134 4.157 -1.362
F -1.818 4.920 -0.458
F -0.229 6.424 -1.269
F -2.225 6.148 -2.378
*
```

As for the frontier orbital gap (spin up / spin down): 0.0929 / 0.3432 Ha. The value obtained for the total energy is -4902.2182 hartree. Its LUMO energy (spin up / spin down) is 0.1243 / 0.1199 Eh. Its expectation value of S² is 3.751. The value obtained for the energy relative to the best compared isomer or geometry (same formula, charge and spin) is 96.42 kJ/mol.

# 5
Computed, not measured: the molecule C2H3FO2 at a distorted geometry, with the ωB97M-V functional and the def2-TZVPD basis.

Geometry as ORCA input:
```
! wB97M-V def2-TZVPD RIJCOSX def2/J DEFGRID3
* xyz 0 1
C 0.693 0.237 0.385
C -0.403 -0.459 -0.350
O -0.013 1.453 0.072
O -1.206 0.837 -0.249
F -1.058 -1.564 0.186
H 0.657 -0.060 1.376
H 1.606 0.334 -0.013
H -0.276 -0.777 -1.408
*
```

As for the frontier orbital gap: 0.3913 Ha. The value obtained for the total energy is -328.1916 hartree. Its LUMO energy is 0.0368 Eh. The value obtained for the energy relative to the best compared isomer or geometry (same formula, charge and spin) is 429.21 kJ/mol.

# 6
Computed, not measured: a cluster of 4 separate species, C27H56NO12S2 in total at a distorted geometry, with the ωB97M-V functional and the def2-TZVPD basis.

Geometry as ORCA input:
```
! wB97M-V def2-TZVPD RIJCOSX def2/J DEFGRID3
* xyz -1 1
O -2.270 -1.861 -4.411
C -1.580 -2.986 -4.107
O -2.325 -4.218 -3.796
C 0.057 -2.884 -4.104
C 0.771 -4.205 -3.440
C 1.428 -3.766 -2.002
S 0.138 -3.636 -0.597
C 0.993 -2.561 0.669
S 2.259 -3.346 1.561
N 0.715 -1.139 1.044
C 1.882 -0.459 1.734
C 1.552 1.162 1.736
O 1.810 1.639 0.370
C 1.042 0.897 -0.642
C 0.073 -0.296 -0.008
H 0.494 -2.790 -5.210
H 0.389 -1.887 -3.539
H 1.689 -4.517 -4.136
H 0.073 -5.139 -3.326
H 1.903 -2.679 -2.137
H 2.308 -4.486 -1.649
H 2.913 -0.566 1.156
H 1.964 -0.790 2.874
H 0.505 1.440 2.177
H 2.383 1.653 2.433
H 0.281 1.685 -1.115
H 1.690 0.520 -1.564
H -0.821 0.293 0.518
H -0.401 -0.843 -0.922
C -2.247 7.347 2.200
O -2.245 6.726 0.925
C -1.168 5.801 0.771
C -1.537 4.716 -0.245
O -2.418 3.716 0.284
C -3.774 4.127 0.507
C -4.567 4.332 -0.787
O -4.231 5.584 -1.385
C -4.379 5.569 -2.796
H -1.351 7.958 2.328
H -3.130 7.988 2.268
H -2.310 6.595 2.993
H -0.921 5.330 1.730
H -0.300 6.364 0.410
H -0.619 4.181 -0.512
H -1.931 5.138 -1.170
H -3.818 5.001 1.159
H -4.238 3.302 1.059
H -5.639 4.351 -0.564
H -4.361 3.500 -1.476
H -3.746 4.792 -3.239
H -4.053 6.537 -3.186
H -5.424 5.407 -3.069
C -2.238 -0.438 3.474
O -2.999 0.516 4.196
C -3.602 1.491 3.345
C -4.873 2.051 3.989
O -5.997 1.166 3.895
C -5.953 0.000 4.729
C -6.152 0.310 6.216
O -4.947 0.827 6.784
C -5.193 1.701 7.873
H -1.392 0.045 2.982
H -1.864 -1.184 4.180
H -2.864 -0.950 2.736
H -3.852 1.054 2.371
H -2.875 2.297 3.203
H -5.164 2.949 3.432
H -4.706 2.366 5.020
H -5.045 -0.578 4.548
H -6.791 -0.623 4.401
H -6.400 -0.610 6.755
H -6.978 1.026 6.331
H -5.816 2.544 7.556
H -4.234 2.098 8.219
H -5.674 1.164 8.694
C 7.531 -6.749 -5.149
O 7.307 -5.386 -4.826
C 6.160 -4.850 -5.487
C 5.566 -3.696 -4.675
O 4.801 -4.131 -3.543
C 5.552 -4.666 -2.444
C 6.340 -3.603 -1.672
O 7.529 -3.250 -2.381
C 7.939 -1.917 -2.123
H 7.762 -6.855 -6.210
H 8.380 -7.106 -4.560
H 6.657 -7.354 -4.888
H 5.397 -5.624 -5.629
H 6.488 -4.482 -6.465
H 4.855 -3.165 -5.318
H 6.323 -2.968 -4.382
H 6.186 -5.493 -2.767
H 4.806 -5.091 -1.764
H 6.645 -4.003 -0.699
H 5.703 -2.722 -1.513
H 7.149 -1.212 -2.399
H 8.818 -1.703 -2.738
H 8.203 -1.796 -1.069
*
```

As for the frontier orbital gap: 0.2282 Ha. The value obtained for the total energy is -2816.0164 hartree. Its LUMO energy is 0.0762 Eh. The value obtained for the energy relative to the best compared isomer or geometry (same formula, charge and spin) is 624.63 kJ/mol.

Which formula does entry 3 have? C23H27N7ORh